Model A:
13
Properties=species:S:1:pos:R:3:nbo_charge:R:1 method="wB97M-V/def2-TZVPD" smiles="NC(=O)C1CC1" molar_mass_g_mol=85.11 homo_ev=-9.87 total_charge=0
N 2.22521 -0.19632 0.15701 -0.82
C 1.03337 0.40330 -0.15370 0.68
O 0.98579 1.49569 -0.69489 -0.62
C -0.19501 -0.32862 0.29847 -0.35
C -1.39085 -0.43266 -0.62281 -0.39
C -1.40206 0.55163 0.49391 -0.40
H 2.28428 -1.19469 0.28172 0.39
H 3.05217 0.27789 -0.17540 0.40
H -0.03863 -1.15385 0.98888 0.22
H -1.29003 -0.06410 -1.63917 0.23
H -1.99973 -1.32740 -0.51656 0.22
H -2.03702 0.37953 1.35653 0.22
H -1.22747 1.58960 0.22601 0.25



Model B:
13
Properties=species:S:1:pos:R:3:nbo_charge:R:1 method="wB97M-V/def2-TZVPD" smiles="CN1CC(=O)C1" molar_mass_g_mol=85.11 homo_ev=-9.31 total_charge=0
C 0.82001 0.61455 1.17041 -0.42
N 0.76366 -0.09054 -0.10245 -0.41
C -0.17731 -1.24250 -0.04835 -0.35
C -1.19332 -0.40802 -0.82661 0.59
O -2.37460 -0.46143 -1.01975 -0.50
C -0.09178 0.62056 -1.09055 -0.35
H 1.40041 1.53605 1.05928 0.21
H -0.18190 0.88319 1.56157 0.16
H 1.32518 -0.01142 1.91328 0.21
H 0.19584 -2.10252 -0.61559 0.22
H -0.47418 -1.56935 0.95479 0.21
H -0.33022 1.66301 -0.84998 0.21
H 0.31821 0.56841 -2.10605 0.22



Model C:
13
Properties=species:S:1:pos:R:3:nbo_charge:R:1 method="wB97M-V/def2-TZVPD" smiles="C[C@H]1CNC1=O" molar_mass_g_mol=85.11 homo_ev=-9.64 total_charge=0
C -0.90547 -1.07732 -0.33499 -0.63
C -0.08033 0.12822 -0.81717 -0.32
C -0.21125 1.16684 0.31340 -0.21
N 0.75377 0.34623 1.05945 -0.67
C 1.23254 -0.24325 -0.11988 0.70
O 2.22295 -0.87116 -0.37372 -0.56
H -1.98308 -0.89510 -0.36438 0.21
H -0.69188 -1.95181 -0.97458 0.22
H -0.50562 -1.05554 0.75337 0.25
H -0.10126 0.45965 -1.86176 0.23
H -1.21201 1.28296 0.74278 0.19
H 0.22844 2.13464 0.07711 0.19
H 1.25321 0.57563 1.90036 0.40



Model D:
13
Properties=species:S:1:pos:R:3:nbo_charge:R:1 method="wB97M-V/def2-TZVPD" molar_mass_g_mol=85.11 homo_ev=-9.64 total_charge=0
O 1.02454 1.74292 -0.20318 -0.69
C 0.41336 0.52003 0.09121 0.22
C 0.26443 -0.60507 -0.92957 -0.27
N -0.70710 -1.03274 0.15617 -0.35
C 0.45447 -0.73321 1.07654 -0.24
C -1.09946 0.41552 0.24186 -0.27
H 0.61007 1.96115 -1.06162 0.47
H -0.13330 -0.22084 -1.86460 0.18
H 1.01967 -1.38276 -1.09667 0.20
H 0.23367 -0.57636 2.12982 0.20
H 1.18629 -1.55003 0.95826 0.20
H -1.65995 0.75771 -0.63772 0.18
H -1.60894 0.69970 1.16809 0.20



The energy of each structure relative to the most stable one, in kcal/mol, is as follows: model A 0.0; model B 31.1; model C 24.8; model D 77.3.



Model A:
13
Properties=species:S:1:pos:R:3:nbo_charge:R:1 method="wB97M-V/def2-TZVPD" smiles="C[C@H]1CN=CO1" molar_mass_g_mol=85.11 homo_ev=-9.70 total_charge=0
C -0.34506 -0.85441 -1.43031 -0.63
C 0.00329 0.22308 -0.43059 0.08
C -0.72028 0.12331 0.89605 -0.28
N 0.12459 0.91531 1.80200 -0.46
C 1.26695 0.82506 1.26219 0.37
O 1.37673 0.20284 0.05359 -0.51
H 0.35998 -0.89916 -2.26323 0.23
H -0.40917 -1.84202 -0.96268 0.21
H -1.33296 -0.60786 -1.83804 0.22
H -0.12776 1.21829 -0.88142 0.17
H -1.76793 0.42520 0.89027 0.21
H -0.62442 -0.92404 1.21615 0.19
H 2.19604 1.19441 1.68602 0.19



Model B:
13
Properties=species:S:1:pos:R:3:nbo_charge:R:1 method="wB97M-V/def2-TZVPD" molar_mass_g_mol=85.11 homo_ev="-7.66 / -7.58" total_charge=0
C -1.51747 0.66104 0.02570 -0.39
N -0.35601 -0.25902 -0.20897 -0.22
C -0.45621 -1.25108 0.63594 -0.16
C 0.76615 0.22161 -0.84709 -0.30
C 2.06127 0.12023 -0.25566 0.33
O 3.08790 0.61968 -0.69890 -0.59
H -2.45843 0.11520 0.15802 0.21
H -1.58921 1.38882 -0.77007 0.22
H -1.28796 1.16288 0.97494 0.22
H 0.41324 -1.70428 1.07302 0.20
H -1.45195 -1.53303 0.94104 0.19
H 0.63716 0.80559 -1.75305 0.21
H 2.08494 -0.40125 0.73172 0.08



The energy of each structure relative to the most stable one, in kcal/mol, is as follows: model A 0.0; model B 56.6.



Model A:
13
Properties=species:S:1:pos:R:3:nbo_charge:R:1 method="wB97M-V/def2-TZVPD" smiles="C=C(N)C(=C)O" molar_mass_g_mol=85.11 homo_ev=-8.14 total_charge=0
C -0.19917 -0.80248 0.29976 0.29
C 0.23625 0.47176 -0.17997 0.10
N 1.57689 0.78086 -0.18063 -0.82
C -1.02363 -1.30259 1.18798 -0.44
C -0.73718 1.38671 -0.43796 -0.52
O 0.57088 -1.61878 -0.80906 -0.77
H 0.46971 -1.16466 -1.66221 0.48
H 1.83833 1.69379 -0.53303 0.40
H 2.21910 0.05375 0.11822 0.41
H -1.13846 -2.38045 1.27578 0.23
H -1.52872 -0.67524 1.91720 0.23
H -1.78689 1.12061 -0.44645 0.21
H -0.49713 2.43672 -0.54964 0.19



Model B:
13
Properties=species:S:1:pos:R:3:nbo_charge:R:1 method="wB97M-V/def2-TZVPD" smiles=C1N[C@H]1[C@H]1CO1 molar_mass_g_mol=85.11 homo_ev=-9.59 total_charge=0
C -1.71740 -0.37779 -0.13576 -0.25
N -1.46855 0.97587 0.34749 -0.57
C -0.55495 0.39886 -0.62508 -0.12
C 0.73293 -0.30652 -0.30281 0.05
C 1.95701 0.16393 0.34037 -0.11
O 0.97655 -0.57395 1.06760 -0.50
H -1.44684 -1.18950 0.54167 0.20
H -2.59165 -0.55955 -0.75353 0.20
H -1.10140 0.95707 1.29426 0.36
H -0.59330 0.89038 -1.59575 0.21
H 0.84085 -1.17973 -0.95204 0.18
H 2.87043 -0.40116 0.13831 0.18
H 2.09631 1.20208 0.63527 0.19



Model C:
13
Properties=species:S:1:pos:R:3:nbo_charge:R:1 method="wB97M-V/def2-TZVPD" smiles="O=CC[C@@H]1CN1" molar_mass_g_mol=85.11 homo_ev=-9.81 total_charge=0
C 0.11393 1.06855 1.76849 0.43
C -0.67881 0.70910 0.51003 -0.53
C 0.29292 0.00323 -0.49806 -0.10
C -0.24553 -0.84940 -1.54724 -0.27
H 0.23146 0.02250 2.58485 0.14
H -1.41953 -0.07507 1.01283 0.23
H -1.17788 1.63850 0.20295 0.25
H 1.17413 0.57381 -0.75031 0.22
H -1.26573 -1.32116 -1.49436 0.21
H 0.14001 -0.90570 -2.61372 0.21
H 1.64942 -1.64319 -0.70298 0.35
N 0.60578 -1.52378 -0.43340 -0.60
O 0.57982 2.30261 1.96091 -0.55



Model D:
13
Properties=species:S:1:pos:R:3:nbo_charge:R:1 method="wB97M-V/def2-TZVPD" smiles=CCOCC#N molar_mass_g_mol=85.11 homo_ev=-10.38 total_charge=0
C -1.34498 -0.84121 0.07079 -0.65
C -0.77282 0.36735 -0.66291 -0.07
O -0.06657 1.22020 0.23741 -0.52
C 1.26751 0.90408 0.54908 -0.16
C 1.70761 -0.44895 0.13436 0.24
N 2.05548 -1.48876 -0.23718 -0.31
H -1.76194 -0.48321 1.02352 0.22
H -2.14183 -1.31608 -0.52389 0.22
H -0.55766 -1.57754 0.27572 0.22
H -1.59078 0.97216 -1.06787 0.19
H -0.12367 0.07119 -1.50197 0.18
H 1.38380 0.99618 1.63760 0.23
H 1.94587 1.62461 0.06535 0.22



The energy of each structure relative to the most stable one, in kcal/mol, is as follows: model A 27.8; model B 33.2; model C 56.0; model D 0.0.